Entry from the OMol25 dataset: 3 unconnected molecules or ions with the total composition C12H20N2O6P (ωB97M-V/def2-TZVPD).

Geometry as XYZ:
```
41
Properties=species:S:1:pos:R:3:forces:R:3
N -6.204 0.074 -0.813 0.3 0.1 -0.2
P -4.654 -0.295 -0.864 -0.7 -0.8 -0.3
C -4.219 -1.987 -0.579 -0.3 0.7 0.4
C -3.423 -2.126 0.602 0.1 -0.3 -0.2
C -3.907 -2.674 1.804 -0.1 -0.2 -0.4
C -3.110 -2.754 2.905 0.1 -0.3 1.0
N -1.828 -2.375 2.997 -0.3 0.0 -0.4
C -1.375 -1.884 1.838 0.9 0.2 0.5
C -2.078 -1.731 0.679 -0.3 0.3 -0.3
H -6.720 -0.772 -0.608 -0.2 0.0 0.1
H -4.154 0.141 -2.117 0.3 0.3 0.2
H -3.901 0.470 0.064 0.3 0.1 -0.3
H -5.165 -2.507 -0.425 -0.2 0.0 -0.2
H -4.922 -3.031 1.856 -0.3 0.0 0.0
H -3.547 -3.156 3.814 0.0 0.0 0.1
H -0.330 -1.586 1.833 0.1 0.1 0.1
H -1.594 -1.306 -0.184 0.1 0.0 -0.2
C 2.937 -1.017 -0.330 0.0 0.1 0.3
O 3.332 -1.556 -1.595 0.1 0.0 0.0
C 2.309 -1.776 -2.421 0.1 0.0 0.0
O 1.156 -1.551 -2.185 -0.2 0.1 0.0
O 2.789 -2.291 -3.556 0.1 0.0 -0.1
C 1.780 -2.576 -4.526 -0.1 -0.1 -0.2
H 3.844 -0.880 0.252 0.1 -0.1 -0.1
H 2.445 -0.055 -0.458 -0.1 -0.1 0.0
H 2.279 -1.708 0.193 -0.1 0.0 -0.1
H 1.254 -1.668 -4.812 -0.1 0.0 0.1
H 1.074 -3.310 -4.142 -0.1 0.1 0.0
H 2.291 -2.986 -5.393 0.1 0.0 0.1
C 1.305 4.281 3.107 -0.2 0.0 0.2
O 2.106 3.436 2.280 0.0 0.0 0.0
C 2.810 4.078 1.353 -0.1 -0.1 0.0
O 2.829 5.266 1.172 0.0 0.1 0.0
O 3.492 3.171 0.654 0.1 -0.1 0.0
C 4.295 3.715 -0.391 0.1 0.0 -0.2
H 0.792 3.628 3.807 0.1 -0.1 -0.1
H 1.929 4.983 3.657 0.0 0.1 -0.1
H 0.570 4.817 2.511 0.1 0.1 0.0
H 5.049 4.388 0.013 -0.1 0.1 0.0
H 3.677 4.236 -1.120 0.0 0.1 0.1
H 4.786 2.874 -0.873 -0.1 -0.1 0.1
```
Positions in Å, forces in eV/Å.

## Properties
* total energy: -37321.661 eV
* total charge: -1

***

Entry from the OMol25 dataset: a molecular structure, C5H15N2S (ωB97M-V/def2-TZVPD).

Geometry as XYZ:
```
23
Properties=species:S:1:pos:R:3:forces:R:3
C -1.434 -0.118 0.502 -1.4 2.1 -0.5
N -0.154 0.252 -0.089 1.3 -3.2 2.1
C 0.837 0.747 0.849 -0.5 1.9 -1.9
C 2.013 1.359 0.008 -0.3 0.5 1.7
C 2.808 0.336 -0.743 0.7 0.4 0.1
S 1.543 -2.278 -0.174 0.0 0.3 0.2
C -2.601 -0.208 -0.495 1.3 4.8 -1.9
N -3.848 -0.061 0.471 1.8 -4.0 -1.5
H -1.703 0.771 1.071 -0.1 -0.2 0.5
H -1.480 -0.966 1.186 0.7 -0.2 0.1
H 0.344 -0.562 -0.482 -0.6 0.0 -1.6
H 0.345 1.561 1.374 0.1 -0.2 0.7
H 1.257 -0.019 1.511 -0.1 -0.2 0.2
H 2.610 1.849 0.783 0.4 -0.4 0.0
H 1.615 2.243 -0.481 -0.2 -0.4 -0.9
H 3.298 -0.288 0.017 -0.1 -0.4 -0.1
H 3.672 0.733 -1.279 -0.1 0.2 -0.1
H 2.255 -0.252 -1.466 -0.1 0.1 -0.2
H -2.645 0.743 -1.045 0.6 0.0 0.0
H -2.361 -0.877 -1.331 -1.1 -1.1 0.5
H -4.719 -0.361 0.015 0.1 0.8 -0.5
H 1.746 -3.568 -0.502 -0.1 -0.2 0.0
H -3.398 -1.036 0.300 -2.5 -0.9 3.2
```
Positions in Å, forces in eV/Å.

## Properties
* energy above the lowest of the compared OMol25 structures with the same formula, charge and spin: 213.3 kcal per mole
* total energy: -19228.566 eV
* total charge: +1

***

Entry from the OMol25 dataset: a molecular structure, C14H24LiN2O6 (ωB97M-V/def2-TZVPD).

Geometry as XYZ:
```
47
Properties=species:S:1:pos:R:3:forces:R:3
Li 0.530 0.096 -0.508 -0.4 0.5 0.0
C -1.150 0.507 -4.101 -2.3 0.8 -2.3
C -0.531 0.993 -5.328 0.5 0.2 0.7
C 1.016 0.958 -5.410 -0.3 -0.2 0.5
O 1.528 1.013 -6.510 0.5 0.2 -0.5
C 1.726 0.901 -4.155 1.4 1.0 -2.1
C 1.071 0.536 -3.026 0.8 0.7 1.4
C -0.453 0.352 -2.943 0.4 -0.1 -1.1
O -0.927 0.128 -1.795 -0.1 -0.5 1.0
O 1.684 0.458 -1.895 -0.2 -0.4 0.4
O -1.130 1.534 -6.248 -0.3 -0.4 0.1
H -2.285 0.573 -4.292 1.6 -0.4 1.2
H 2.823 1.265 -4.253 -1.9 -1.1 0.7
C -3.601 1.237 2.694 1.2 0.4 -0.2
C -2.627 1.329 1.434 -1.4 -0.8 0.7
C -1.208 1.691 1.801 0.3 -0.2 0.7
O -0.299 1.702 0.686 0.5 -1.8 2.2
C -0.671 2.526 -0.345 -0.4 2.4 0.2
N -2.649 0.073 0.665 0.8 0.3 -0.7
H -3.290 0.348 3.295 -0.4 0.7 -0.4
H -4.675 1.193 2.441 0.6 -0.4 -0.3
H -3.526 2.170 3.299 0.2 -0.6 -0.2
H -3.036 2.058 0.772 -0.2 1.2 -0.2
H -0.831 0.970 2.525 0.2 -0.6 -0.3
H -1.183 2.595 2.439 0.0 0.4 -0.9
H 0.189 2.763 -0.964 0.0 -0.2 -0.1
H -1.029 3.437 0.149 0.0 0.5 -0.5
H -1.467 2.111 -0.908 -0.6 -0.3 -0.9
H -1.867 0.141 -0.014 0.0 -0.4 0.7
H -3.347 0.224 -0.050 -0.9 -0.4 0.1
C 2.863 -1.168 0.638 0.4 -1.3 -1.7
C 1.814 -2.269 0.743 -1.2 2.1 -0.9
C 1.258 -2.485 2.117 -0.4 0.2 1.9
O 2.270 -3.005 2.997 0.3 -0.1 -0.4
C 2.171 -2.674 4.381 0.5 1.3 -1.6
N 0.691 -1.877 -0.174 1.1 0.6 1.5
H 3.133 -1.078 -0.468 -0.1 0.1 1.6
H 3.718 -1.417 1.241 0.6 -0.2 0.1
H 2.499 -0.238 0.992 -0.6 1.1 0.2
H 2.217 -3.176 0.447 1.1 -1.9 -0.7
H 0.407 -3.204 2.118 0.3 0.4 -0.2
H 0.903 -1.532 2.553 -0.1 -0.2 -0.3
H 2.164 -1.567 4.493 0.0 -0.4 0.1
H 3.076 -3.060 4.850 -0.3 -0.2 0.1
H 1.254 -3.043 4.774 -0.7 -0.6 0.7
H 0.910 -1.692 -1.148 0.2 -0.6 0.0
H -0.136 -2.395 -0.010 -0.8 -0.5 -0.3
```
Positions in Å, forces in eV/Å.

## Properties
* energy above the lowest of the compared OMol25 structures with the same formula, charge and spin: 3.5 kcal per mole
* total energy: -30378.941 eV
* total charge: -1

***

Entry from the OMol25 dataset: 5 unconnected molecules or ions with the total composition C6H22NO5 (ωB97M-V/def2-TZVPD).

Geometry as XYZ:
```
34
Properties=species:S:1:pos:R:3:forces:R:3
C -1.393 -2.038 -0.915 -0.9 -0.9 1.5
N -1.908 -0.712 -0.545 2.3 -0.3 -0.7
C -0.835 0.029 0.158 0.1 1.1 1.7
C -0.660 1.519 -0.346 -0.1 -3.1 -1.0
C 0.632 1.631 -1.174 -0.2 1.7 -0.5
O 1.756 1.515 -0.414 0.1 -0.8 0.2
C -1.136 0.058 1.670 0.9 -0.8 1.9
C -0.544 -2.075 -2.138 0.0 0.9 -1.3
H -2.327 -2.611 -1.028 0.6 -0.5 -0.2
H -0.772 -2.533 -0.094 -0.9 0.6 -0.3
H -2.759 -0.792 -0.018 0.0 -0.1 0.4
H 0.143 -0.489 0.107 -0.6 0.2 -0.6
H -0.555 2.164 0.497 -0.3 0.7 0.4
H -1.588 1.550 -0.929 0.1 1.2 -0.1
H 0.609 2.644 -1.627 -0.2 0.2 0.0
H 0.583 1.028 -2.110 0.0 -0.6 0.4
H -2.211 0.008 1.930 0.8 -0.5 0.0
H -0.647 -0.747 2.307 -0.7 0.2 -1.2
H -0.704 0.926 2.201 -0.4 0.1 -0.6
H -1.177 -1.959 -3.024 0.1 0.1 0.0
H 0.051 -2.966 -2.268 -0.1 -0.5 0.1
H 0.184 -1.259 -2.160 -0.1 0.1 0.2
H 2.114 2.798 1.011 -0.1 -0.6 -0.1
H 1.896 2.177 2.390 0.0 -0.2 -0.2
O 2.213 2.976 1.969 0.1 0.6 0.1
H -3.293 2.634 1.289 0.3 -0.5 -0.2
H -3.026 1.074 1.562 -0.4 1.7 -0.1
O -3.453 1.897 1.886 -0.5 -0.4 0.2
H 2.341 -3.037 -0.455 -0.2 0.3 -0.1
H 0.941 -3.680 -0.535 0.5 0.1 0.0
O 1.888 -3.887 -0.555 -0.2 -0.2 0.1
H 2.326 0.067 -0.393 0.4 0.4 0.4
H 3.200 -0.805 0.636 -0.1 0.3 0.1
O 2.843 -0.817 -0.253 -0.3 -0.7 -0.4
```
Positions in Å, forces in eV/Å.

## Properties
* energy above the lowest of the compared OMol25 structures with the same formula, charge and spin: 39.7 kcal per mole
* total energy: -18306.706 eV
* total charge: -1